Record 1
2 unconnected molecules or ions with the total composition C5H10I2 at a distorted geometry. Source: OMol25; level of theory: ωB97M-V/def2-TZVPD.

**E**: -21544.4511 eV
**HOMO level (alpha / beta)**: -7.6809 / -7.7182 eV

Each line ends with the Löwdin charge.
CARTESIAN COORDINATES (ANGSTROEM)
1 H -0.6038 2.3971 -0.3165  0.0747
2 H -0.6961 -1.4497 -1.5684  0.0531
3 H 0.1260 2.1922 1.4507  0.0430
4 I 2.2832 1.0340 -0.3999  0.8289
5 H 0.6771 -0.9583 -2.6239  0.0673
6 H -0.3800 0.1952 -2.0822  -0.0022
7 C 0.0826 -0.6906 -1.7827  -0.2493
8 H 0.3702 -1.7283 1.0800  0.0973
9 C 0.8664 -0.5463 -0.5152  -0.7962
10 H -1.5064 0.5135 1.8643  -0.0122
11 C -1.6903 1.1906 1.0735  -0.7163
12 I -2.8577 0.3376 -0.3743  0.8811
13 H 1.1427 -2.6350 -0.3850  0.0673
14 H 2.1796 -1.7346 0.7995  0.0814
15 H -1.3863 3.2292 1.1255  0.0550
16 C -0.8107 2.3590 0.8519  -0.2759
17 C 1.1561 -1.7705 0.2586  -0.1968

---

Record 2
A gas-phase ion, C5H10IN2S (charge +1) at a distorted geometry. Source: OMol25; level of theory: ωB97M-V/def2-TZVPD.

**E**: -27254.6425 eV
**HOMO level**: -12.8012 eV
**Net charge**: +1

Each line ends with the Löwdin charge.
CARTESIAN COORDINATES (ANGSTROEM)
1 N 0.0074 -1.3361 0.1773  -0.0069
2 S -0.0832 2.2861 1.2792  0.8742
3 H 1.4370 -2.4746 -0.8884  0.1110
4 H -1.7984 3.9338 1.4524  0.0330
5 H 1.2787 1.2800 -2.7789  0.1501
6 H -0.8585 -1.8023 0.3915  0.0806
7 C -0.6372 1.5413 -0.2561  -1.0075
8 H -1.2513 3.3856 3.1048  0.0731
9 H 2.2068 -0.9212 -2.3558  0.0889
10 H 2.2627 -0.3782 -0.5773  0.1423
11 I -2.7029 1.4028 -0.7894  0.9720
12 H -2.3563 2.3349 1.9773  0.0128
13 C 1.6797 -0.5854 -1.5185  -0.0743
14 H 0.5141 -1.2451 1.0707  0.1069
15 C -1.5144 3.0829 2.0573  -0.3965
16 N 0.2016 1.3891 -1.1620  -0.0289
17 C 0.6208 -1.7497 -1.0357  -0.2159
18 C 1.0862 0.7861 -1.8236  -0.0185
19 H -0.0548 -2.1024 -1.7572  0.1035

---

Record 3
2 unconnected molecules or ions with the total composition C5H10INO2S. Source: OMol25; level of theory: ωB97M-V/def2-TZVPD.

**E**: -29867.0344 eV
**SMILES string**: NC(I)=C(O)O.CC(C)=S
**HOMO level**: -7.7860 eV

Each line ends with the Löwdin charge.
CARTESIAN COORDINATES (ANGSTROEM)
1 O 1.5383 3.0578 0.3483  0.0800
2 C -2.0596 -0.2780 -0.8649  -0.1431
3 S -1.4236 -0.5997 1.7585  0.6986
4 C -1.7213 -2.6437 -0.0135  -0.1516
5 H 2.8873 1.8252 1.9753  0.0841
6 C 2.0832 0.7914 0.4667  -0.7417
7 H -0.9754 -2.8629 -0.7803  0.0696
8 I 2.1442 -1.1242 -0.4620  0.8882
9 H -3.1269 -0.3461 -1.0884  0.0892
10 C -1.7361 -1.1854 0.2714  -0.9024
11 H -1.4861 -3.2153 0.8816  0.0660
12 O 1.0579 1.7970 -1.4742  0.0252
13 H 1.1318 0.9068 -1.8492  0.0272
14 H 2.3047 0.3268 2.4183  0.0772
15 H -1.8286 0.7553 -0.6161  0.0628
16 H -1.5179 -0.5720 -1.7633  0.0783
17 C 1.5826 1.8199 -0.2191  -0.5164
18 H 1.0850 3.6412 -0.2739  0.1196
19 N 2.7522 0.8661 1.6842  0.0014
20 H -2.6918 -2.9602 -0.3993  0.0878

---

Record 4
A molecular structure, C5H10KO4 at a distorted geometry. Source: OMol25; level of theory: ωB97M-V/def2-TZVPD.

**E**: -29854.1461 eV
**HOMO level**: -13.2479 eV
**Net charge**: +1

Each line ends with the Löwdin charge.
CARTESIAN COORDINATES (ANGSTROEM)
1 O 0.8714 0.3943 -0.1180  -0.0673
2 H 2.8726 0.3763 -0.2746  0.1500
3 C -1.3027 1.8735 -0.8486  -0.0164
4 H -0.1348 -1.3370 -0.6678  0.1242
5 C -0.0625 -0.2933 -0.9441  -0.1475
6 H 0.2160 -0.2263 -1.9850  0.1442
7 H 1.5650 -0.9899 3.2494  0.1294
8 H 2.1222 -1.1979 -0.4427  0.1498
9 O -2.1916 -0.1503 -1.8302  -0.0025
10 C 1.4619 -1.1223 2.1598  -0.4092
11 C -1.4165 0.3600 -0.7798  -0.4307
12 H -0.5616 2.1522 -1.5775  0.0897
13 H -1.0035 2.2685 0.1062  0.0800
14 H -3.0624 0.2335 -1.7707  0.0963
15 C 2.0632 -0.2455 0.0596  -0.1461
16 H -2.2552 2.2908 -1.1318  0.0856
17 H -1.8042 0.0462 0.1884  0.1375
18 O 2.2988 -0.3891 1.4941  0.0963
19 O 0.6451 -1.8929 1.7480  -0.2152
20 K -0.3212 -2.1511 3.3652  1.1519

---

Record 5
A gas-phase ion, C5H10N (charge +1) at a distorted geometry. Source: OMol25; level of theory: ωB97M-V/def2-TZVPD.

**E**: -6826.6199 eV
**SMILES string**: C[NH+](C)C1C=C1
**HOMO level**: -14.8679 eV
**Net charge**: +1

Each line ends with the Löwdin charge.
CARTESIAN COORDINATES (ANGSTROEM)
1 H 0.8404 -0.4682 -2.1000  0.1365
2 H 1.8498 0.2593 -0.3646  0.1033
3 H 2.0640 -1.3761 0.0352  0.0914
4 N 0.0888 -0.5253 -0.0732  -0.1564
5 H -0.5399 -1.0062 0.5245  0.1519
6 H -1.0371 -0.5826 -1.8010  0.1364
7 C 0.0114 -0.9005 -1.4644  -0.0411
8 H -2.7748 0.6895 0.7838  0.1452
9 H -0.3329 1.6168 -0.7161  0.1192
10 C -1.6811 0.9387 0.8302  -0.1144
11 H -0.0541 -1.9698 -1.6386  0.1059
12 H -0.2606 1.7866 2.4898  0.0992
13 H 1.6366 -0.3289 1.3973  0.1066
14 C -0.5264 0.9748 0.0699  -0.1182
15 C 1.5436 -0.5098 0.3356  0.0323
16 C -0.8279 1.4017 1.6915  0.2023

---

Record 6
A gas-phase ion, C5H10N (charge +1) at a distorted geometry. Source: OMol25; level of theory: ωB97M-V/def2-TZVPD.

**E**: -6828.1323 eV
**SMILES string**: C=[N+]1CC[C@H]1C
**HOMO level**: -16.1670 eV
**Net charge**: +1

Each line ends with the Löwdin charge.
CARTESIAN COORDINATES (ANGSTROEM)
1 C 0.5992 -0.0602 0.4578  -0.3327
2 C 1.1624 -0.3533 -0.9330  -0.0817
3 C -1.8059 -0.5969 0.5789  0.1752
4 H -0.2451 1.4955 1.6159  0.0746
5 N -0.6672 -0.4789 0.0954  -0.0289
6 H 0.8744 -0.6231 1.3407  0.1705
7 C -0.1985 -0.7705 -1.5107  0.1004
8 H 1.8855 -1.1203 -0.8445  0.1105
9 H -0.3523 -1.8257 -1.7685  0.1363
10 H 1.5145 1.7433 1.4816  0.1104
11 H 1.5534 0.4542 -1.5495  0.1302
12 H -2.7231 -1.0269 0.3095  0.1101
13 C 0.6096 1.3698 0.9678  -0.0125
14 H -0.6509 -0.0472 -2.0968  0.0999
15 H 0.4339 2.1263 0.2061  0.0918
16 H -1.9899 -0.2862 1.6493  0.1460